--- i ---
Entry from the Open Molecules 2025 dataset: one molecule with the formula C27H29N3O5S (wB97M-V/def2-TZVPD).

Results
HOMO energy (eV): -5.68
HOMO-LUMO gap (eV): 5.94
2S+1: 1

Each line ends with the natural charge from an NBO analysis.
Geometry (Å):
C: 2.797 6.814 0.478  -0.256
O: 3.725 5.681 0.463  -0.501
C: 3.330 4.425 0.818  0.336
C: 4.365 3.433 0.698  -0.278
C: 4.089 2.092 1.036  -0.150
C: 2.766 1.663 1.264  -0.153
C: 2.354 0.171 1.584  0.338
N: 1.441 0.086 2.519  -0.648
S: 0.660 -1.463 3.212  2.170
O: 0.320 -2.388 2.127  -0.963
O: 1.506 -1.970 4.290  -0.914
C: -1.013 -1.148 3.844  -0.239
C: -1.302 -0.714 5.141  -0.179
C: -2.623 -0.409 5.509  -0.230
C: -3.681 -0.602 4.596  0.022
C: -5.093 -0.305 5.019  -0.637
C: -3.392 -1.078 3.297  -0.219
C: -2.068 -1.372 2.948  -0.192
C: 2.887 -1.117 0.975  0.036
N: 2.722 -0.841 -0.437  -0.439
C: 1.447 -0.511 -1.002  -0.404
C: 3.848 -0.962 -1.104  -0.069
C: 4.857 -1.306 -0.250  -0.109
N: 4.332 -1.519 0.985  -0.437
C: 4.938 -2.093 2.134  0.117
C: 4.281 -3.095 2.900  0.313
O: 3.092 -3.512 2.395  -0.520
C: 2.387 -4.676 2.876  -0.247
C: 4.967 -3.615 3.999  -0.322
C: 6.299 -3.347 4.231  -0.180
C: 6.997 -2.482 3.382  -0.337
C: 6.317 -1.880 2.335  0.282
O: 6.905 -1.036 1.450  -0.509
C: 8.266 -0.620 1.750  -0.257
C: 1.823 2.653 1.554  -0.089
C: 2.015 4.011 1.224  -0.344
H: 3.435 7.613 0.127  0.203
H: 1.960 6.696 -0.211  0.184
H: 2.452 7.056 1.484  0.184
H: 5.384 3.727 0.397  0.230
H: 4.919 1.374 1.160  0.237
H: -0.503 -0.628 5.881  0.238
H: -2.861 -0.016 6.499  0.219
H: -5.796 -0.509 4.210  0.219
H: -5.365 -0.908 5.891  0.226
H: -5.183 0.749 5.307  0.225
H: -4.186 -1.210 2.558  0.219
H: -1.856 -1.807 1.962  0.253
H: 2.387 -2.038 1.285  0.268
H: 0.666 -0.787 -0.293  0.217
H: 1.302 0.553 -1.273  0.189
H: 1.384 -1.130 -1.900  0.199
H: 3.852 -1.009 -2.183  0.213
H: 5.834 -1.637 -0.525  0.229
H: 1.506 -4.708 2.248  0.214
H: 2.980 -5.575 2.733  0.179
H: 2.094 -4.550 3.918  0.192
H: 4.389 -4.245 4.684  0.219
H: 6.807 -3.820 5.078  0.214
H: 8.034 -2.270 3.593  0.218
H: 8.503 0.078 0.935  0.203
H: 8.296 -0.109 2.733  0.185
H: 8.961 -1.483 1.748  0.183
H: 0.916 2.399 2.077  0.227
H: 1.226 4.775 1.310  0.221

---

--- ii ---
Entry from the Open Molecules 2025 dataset: one molecule with the formula C27H29N3O5S (wB97M-V/def2-TZVPD).

Results
HOMO energy (eV): -7.55
HOMO-LUMO gap (eV): 7.57
2S+1: 1

Each line ends with the natural charge from an NBO analysis.
Geometry (Å):
C: -0.611 -1.771 1.825  -0.617
C: 0.666 -1.272 1.158  -0.228
N: 1.420 -2.348 0.560  -0.690
C: 2.091 -3.302 1.420  -0.220
C: 1.514 -4.701 1.236  -0.613
S: 2.121 -2.100 -0.913  2.350
O: 1.244 -1.269 -1.687  -0.959
O: 2.519 -3.369 -1.439  -0.936
C: 3.606 -1.137 -0.578  -0.363
C: 4.839 -1.742 -0.420  -0.177
C: 5.946 -0.959 -0.124  -0.208
C: 5.816 0.415 -0.009  -0.171
C: 4.577 1.020 -0.204  -0.096
C: 4.439 2.498 -0.095  0.773
O: 5.137 3.211 0.575  -0.570
O: 3.416 2.923 -0.852  -0.527
C: 2.958 4.263 -0.713  -0.176
C: 1.457 4.267 -0.360  0.655
O: 0.961 5.177 0.264  -0.599
N: 0.830 3.171 -0.834  -0.597
C: -0.462 2.686 -0.564  0.121
C: -1.423 3.461 0.092  -0.234
C: -2.672 2.950 0.385  -0.233
C: -2.954 1.638 0.025  0.143
C: -1.986 0.855 -0.648  -0.012
C: -0.742 1.383 -0.955  -0.251
C: -2.579 -0.433 -0.861  -0.050
C: -2.116 -1.608 -1.440  -0.206
C: -2.964 -2.698 -1.471  -0.248
C: -4.251 -2.622 -0.940  -0.196
C: -4.728 -1.464 -0.356  -0.260
C: -3.882 -0.364 -0.312  0.158
N: -4.084 0.884 0.231  -0.366
C: -5.313 1.360 0.808  -0.201
C: -6.231 1.975 -0.248  -0.615
C: 3.464 0.229 -0.473  -0.113
H: -1.210 -2.322 1.106  0.227
H: -0.387 -2.417 2.670  0.200
H: -1.188 -0.920 2.179  0.222
H: 1.283 -0.721 1.885  0.179
H: 0.397 -0.602 0.343  0.236
H: 3.157 -3.314 1.172  0.199
H: 1.987 -2.974 2.457  0.204
H: 2.028 -5.406 1.884  0.207
H: 0.453 -4.706 1.473  0.209
H: 1.643 -5.003 0.201  0.232
H: 4.920 -2.810 -0.551  0.243
H: 6.912 -1.421 0.010  0.226
H: 6.669 1.037 0.218  0.238
H: 3.110 4.787 -1.663  0.212
H: 3.518 4.778 0.073  0.242
H: 1.405 2.527 -1.364  0.410
H: -1.173 4.470 0.374  0.255
H: -3.401 3.568 0.886  0.215
H: -0.017 0.783 -1.486  0.229
H: -1.116 -1.662 -1.841  0.239
H: -2.630 -3.624 -1.913  0.215
H: -4.892 -3.491 -0.985  0.212
H: -5.728 -1.426 0.049  0.212
H: -5.814 0.520 1.297  0.205
H: -5.072 2.103 1.573  0.205
H: -5.737 2.815 -0.731  0.213
H: -6.477 1.236 -1.008  0.213
H: -7.151 2.326 0.212  0.212
H: 2.487 0.662 -0.608  0.224

---

The relative energies come out as i 0.2742; ii 0.0000, with values in hartree.

---

--- i ---
Entry from the Open Molecules 2025 dataset: C3H10O2 as an isolated structure (wB97M-V/def2-TZVPD).

Results
HOMO energy (eV): -8.08
HOMO-LUMO gap (eV): 6.49
2S+1: 1

Each line ends with the Mulliken charge.
Geometry (Å):
C: 0.493 -0.792 -0.857  -1.103
C: 1.137 0.538 -0.464  0.311
C: 1.789 0.639 0.853  -0.382
H: -0.197 -0.682 -1.736  0.308
H: -0.179 -1.103 0.059  0.308
H: 1.168 -1.568 -1.112  0.375
H: 1.390 1.302 -1.295  0.342
H: 2.476 1.539 1.045  0.254
H: 1.980 -0.188 1.394  0.307
H: 0.601 0.914 0.609  0.088
H: -1.277 1.186 1.510  0.168
O: -1.326 0.244 1.234  -0.999
H: -2.135 -0.302 0.044  0.439
H: -3.422 -0.980 -0.555  0.286
O: -2.496 -0.746 -0.729  -0.704

---

--- ii ---
Entry from the Open Molecules 2025 dataset: a 2-piece molecular cluster, C3H10O2 overall (wB97M-V/def2-TZVPD).

Results
HOMO energy (eV): -9.79
HOMO-LUMO gap (eV): 10.40
2S+1: 1

Each line ends with the natural charge from an NBO analysis.
Geometry (Å):
C: 1.177 -1.084 -0.812  -0.634
C: 0.142 0.094 -0.671  0.110
C: -1.268 -0.541 -0.358  -0.628
O: -0.141 0.723 -1.905  -0.729
H: 0.915 -1.550 -1.777  0.219
H: 1.038 -1.831 -0.012  0.217
H: 2.240 -0.791 -0.839  0.215
H: 0.438 0.879 0.054  0.151
H: -2.055 0.225 -0.260  0.197
H: -1.144 -1.045 0.615  0.203
H: -1.595 -1.288 -1.101  0.215
H: -0.736 1.473 -1.695  0.463
O: 0.365 1.184 2.854  -0.940
H: 0.451 1.915 2.201  0.468
H: 0.171 1.635 3.707  0.473

---

--- iii ---
Entry from the Open Molecules 2025 dataset: a 2-piece molecular cluster, C3H10O2 overall (wB97M-V/def2-TZVPD).

Results
HOMO energy (eV): -9.70
HOMO-LUMO gap (eV): 10.41
2S+1: 1

Each line ends with the natural charge from an NBO analysis.
Geometry (Å):
C: 0.861 0.947 -1.309  -0.643
C: 0.135 -0.160 -2.027  -0.056
O: -0.258 -1.203 -1.146  -0.744
H: 0.167 1.648 -0.843  0.206
H: 1.256 1.617 -2.087  0.212
H: 1.572 0.596 -0.574  0.215
H: -0.756 0.205 -2.536  0.160
H: 0.818 -0.586 -2.767  0.156
H: -0.058 -0.895 -0.252  0.484
C: -0.982 -0.341 2.325  -0.256
O: 0.236 -0.123 1.598  -0.741
H: -1.716 0.374 1.962  0.188
H: -0.817 -0.350 3.393  0.174
H: -1.418 -1.321 2.086  0.170
H: 0.959 -0.408 2.175  0.476

---

The relative energies come out as i 0.1793; ii 0.0000; iii 0.0113, with values in hartree.

---

--- i ---
Entry from the Open Molecules 2025 dataset: a 5-piece molecular cluster, CH14NO4 overall (wB97M-V/def2-TZVPD).

Results
HOMO energy (eV): -14.37
HOMO-LUMO gap (eV): 11.41
2S+1: 1
Charge: +1

Each line ends with the natural charge from an NBO analysis.
Geometry (Å):
C: 1.415 0.408 -1.678  -0.441
N: 1.079 -0.405 -0.492  -0.692
H: 2.460 0.731 -1.641  0.233
H: 1.047 0.043 -2.624  0.251
H: 1.062 1.426 -1.460  0.238
H: 0.103 -0.234 -0.255  0.441
H: 1.692 -0.234 0.360  0.481
H: 1.081 -1.406 -0.659  0.431
H: -5.708 0.286 -0.494  0.486
H: -5.599 1.837 -0.788  0.490
O: -5.117 1.026 -0.581  -0.973
H: -2.604 -0.264 -2.603  0.480
H: -2.960 0.625 -1.441  0.503
O: -2.199 0.199 -1.865  -0.983
H: 2.948 -0.977 2.277  0.526
H: 3.775 -0.772 0.948  0.497
O: 2.890 -0.884 1.312  -0.980
H: 2.076 -0.898 4.315  0.485
H: 0.807 -0.288 3.637  0.486
O: 1.753 -0.216 3.731  -0.959

---

--- ii ---
Entry from the Open Molecules 2025 dataset: a 5-piece molecular cluster, CH14NO4 overall (wB97M-V/def2-TZVPD).

Results
HOMO energy (eV): -13.96
HOMO-LUMO gap (eV): 10.65
2S+1: 1
Charge: +1

Each line ends with the natural charge from an NBO analysis.
Geometry (Å):
C: 1.729 -0.480 0.802  -0.434
N: 0.575 0.374 0.517  -0.727
H: 1.442 -1.077 1.634  0.240
H: 2.654 0.015 0.845  0.237
H: 1.827 -1.306 0.058  0.234
H: 0.644 0.905 -0.395  0.475
H: -0.339 -0.192 0.382  0.481
H: 0.594 1.228 1.254  0.453
H: 1.173 6.529 -1.039  0.477
H: 1.426 5.798 0.134  0.466
O: 1.388 5.621 -0.810  -0.942
H: -2.241 -5.839 0.850  0.488
H: -2.118 -5.725 -0.820  0.488
O: -2.617 -5.541 -0.024  -0.975
H: -2.056 -2.123 1.303  0.505
H: -0.775 -3.162 1.156  0.507
O: -1.112 -2.269 1.290  -1.005
H: 0.483 3.040 -1.433  0.510
H: -0.251 2.070 -2.470  0.508
O: 0.233 2.202 -1.692  -0.986

---

The relative energies come out as i 0.0000; ii 0.0340, with values in hartree.

---

--- i ---
Entry from the Open Molecules 2025 dataset: a 2-piece molecular cluster, CHN2O3 overall (wB97M-V/def2-TZVPD).

Results
HOMO energy (eV): -17.58
HOMO-LUMO gap (eV): 11.38
2S+1: 1
Charge: +1

Each line ends with the natural charge from an NBO analysis.
Geometry (Å):
C: 3.233 0.202 -0.006  1.070
N: -0.417 -0.692 0.010  -0.180
N: 0.373 -1.490 0.001  0.682
O: 4.298 0.577 0.018  -0.406
O: 0.957 -2.433 0.003  -0.034
O: 2.137 -0.184 -0.029  -0.652
H: -0.734 0.269 0.000  0.520

---

--- ii ---
Entry from the Open Molecules 2025 dataset: a 2-piece molecular cluster, CHN2O3 overall (wB97M-V/def2-TZVPD).

Results
HOMO energy (eV): -16.92
HOMO-LUMO gap (eV): 9.85
2S+1: 1
Charge: +1

Each line ends with the natural charge from an NBO analysis.
Geometry (Å):
C: -0.987 -1.009 -0.163  0.916
N: 0.140 -0.572 -0.382  -0.886
N: 0.692 1.229 0.432  0.860
O: -2.094 -1.205 0.032  -0.342
O: 1.713 1.315 0.075  0.007
O: -0.257 1.507 0.919  -0.027
H: 0.793 -1.265 -0.913  0.472

---

The relative energies come out as i 0.0000; ii 0.0617, with values in hartree.

---

--- i ---
Entry from the Open Molecules 2025 dataset: a 3-piece molecular cluster, C5H16N2O2 overall (wB97M-V/def2-TZVPD).

Results
HOMO energy (eV): -8.56
HOMO-LUMO gap (eV): 9.43
2S+1: 1

Each line ends with the natural charge from an NBO analysis.
Geometry (Å):
C: 1.261 -0.871 1.009  -0.614
C: 0.941 -1.895 0.161  0.008
C: 1.929 -2.800 -0.482  -0.667
H: 0.487 -0.439 1.631  0.251
H: 2.238 -0.885 1.481  0.212
H: -0.086 -2.005 -0.166  0.195
H: 1.855 -2.734 -1.568  0.242
H: 1.723 -3.837 -0.198  0.224
H: 2.948 -2.555 -0.183  0.215
C: -1.647 2.242 1.796  -0.259
O: -1.586 0.843 1.582  -0.551
C: -2.248 0.419 0.411  0.096
N: -1.607 0.930 -0.780  -0.881
H: -1.216 2.790 0.954  0.187
H: -1.077 2.445 2.701  0.189
H: -2.684 2.571 1.939  0.162
H: -3.291 0.771 0.416  0.150
H: -2.248 -0.678 0.491  0.152
H: -0.751 0.421 -0.990  0.387
H: -2.221 0.883 -1.583  0.364
N: 1.448 1.028 -2.393  -0.512
O: 1.268 0.058 -1.401  -0.669
H: 2.416 1.343 -2.390  0.326
H: 0.824 1.813 -2.210  0.329
H: 1.324 0.141 -0.229  0.463

---

--- ii ---
Entry from the Open Molecules 2025 dataset: a 2-piece molecular cluster, C5H16N2O2 overall (wB97M-V/def2-TZVPD).

Results
HOMO energy (eV): -8.98
HOMO-LUMO gap (eV): 9.66
2S+1: 1

Each line ends with the natural charge from an NBO analysis.
Geometry (Å):
C: -2.110 0.783 1.690  -0.405
N: -1.623 1.123 0.347  -0.614
C: -0.357 0.490 -0.057  -0.094
C: 0.970 0.747 0.660  -0.093
O: 1.006 0.025 1.894  -0.734
C: -0.285 0.704 -1.580  -0.409
C: 0.861 0.004 -2.294  -0.226
N: 1.188 -1.391 -2.017  -0.848
H: -3.104 1.190 1.869  0.209
H: -2.238 -0.295 1.780  0.196
H: -1.390 1.085 2.459  0.138
H: -1.513 2.135 0.323  0.346
H: -0.503 -0.597 0.028  0.196
H: 1.696 0.258 0.017  0.197
H: 1.241 1.794 0.800  0.171
H: 0.377 0.430 2.483  0.464
H: -1.226 0.520 -2.098  0.220
H: -0.091 1.771 -1.765  0.192
H: 0.736 0.106 -3.377  0.199
H: 1.786 0.585 -2.131  0.169
H: 1.034 -1.635 -1.052  0.367
H: 0.647 -2.039 -2.569  0.357
O: 0.804 -2.794 1.206  -0.945
H: 0.414 -2.149 1.798  0.478
H: 1.680 -2.853 1.584  0.468

---

The relative energies come out as i 0.1269; ii 0.0000, with values in hartree.

---

--- i ---
Entry from the Open Molecules 2025 dataset: a 12-piece molecular cluster, C5H35NO11 overall (wB97M-V/def2-TZVPD).

Results
HOMO energy (eV): -9.16
HOMO-LUMO gap (eV): 9.22
2S+1: 1

Each line ends with the natural charge from an NBO analysis.
Geometry (Å):
C: 3.248 0.382 -0.486  -0.630
C: 1.814 0.467 -0.982  -0.206
C: 1.066 1.832 -0.911  -0.616
C: 0.940 -0.665 -0.345  -0.414
C: 0.024 -1.379 -1.303  -0.235
N: 0.813 -2.201 -2.296  -0.864
H: 3.470 -0.580 0.051  0.223
H: 3.939 0.628 -1.326  0.214
H: 3.575 1.283 -0.006  0.220
H: 1.794 0.281 -2.062  0.156
H: 1.676 2.633 -1.348  0.205
H: 0.277 1.885 -1.619  0.207
H: 0.878 2.133 0.167  0.217
H: 1.656 -1.304 0.113  0.190
H: 0.314 -0.384 0.571  0.223
H: -0.561 -2.224 -0.807  0.212
H: -0.741 -0.916 -1.867  0.193
H: 0.160 -2.764 -2.818  0.353
H: 1.356 -1.849 -3.008  0.336
O: -1.008 3.741 0.453  -0.969
H: -1.795 4.309 0.349  0.503
H: -1.168 2.824 0.207  0.503
O: -1.661 -2.111 1.431  -1.007
H: -2.032 -2.709 0.643  0.489
H: -2.525 -1.643 1.642  0.517
O: -1.805 1.477 -2.814  -1.001
H: -2.519 0.914 -3.279  0.494
H: -0.940 1.293 -3.083  0.492
O: 1.769 -3.537 2.047  -0.967
H: 1.709 -2.975 1.261  0.462
H: 1.708 -2.882 2.758  0.496
O: -3.261 -0.218 2.589  -1.017
H: -3.543 0.123 3.469  0.478
H: -2.293 0.065 2.615  0.499
O: -0.935 0.781 3.128  -0.996
H: -0.854 1.730 3.005  0.520
H: -0.182 0.274 3.101  0.492
O: 0.160 -4.609 0.265  -0.940
H: 0.136 -4.588 1.135  0.471
H: 1.081 -4.716 0.045  0.471
O: 0.314 0.378 -3.988  -0.932
H: 0.535 1.133 -4.575  0.479
H: 1.165 0.114 -3.727  0.473
O: 0.635 -1.283 2.519  -0.979
H: -0.199 -1.432 3.028  0.483
H: 0.193 -1.606 1.713  0.510
O: -3.158 2.705 -0.834  -0.957
H: -2.943 1.720 -0.808  0.481
H: -2.385 2.992 -1.374  0.479
O: -0.023 3.247 2.729  -0.983
H: -0.647 3.628 2.074  0.499
H: 0.772 3.603 2.556  0.471

---

--- ii ---
Entry from the Open Molecules 2025 dataset: a 12-piece molecular cluster, C5H35NO11 overall (wB97M-V/def2-TZVPD).

Results
HOMO energy (eV): -8.78
HOMO-LUMO gap (eV): 9.05
2S+1: 1

Each line ends with the natural charge from an NBO analysis.
Geometry (Å):
C: 2.603 -0.105 0.154  -0.626
C: 1.919 -1.510 -0.141  -0.408
C: 0.421 -1.413 -0.096  -0.217
C: -0.204 -0.579 -1.270  -0.657
C: -0.179 -2.848 -0.019  -0.196
N: -1.216 -2.972 0.999  -0.880
H: 3.671 -0.184 -0.028  0.205
H: 2.284 0.718 -0.620  0.226
H: 2.554 0.272 1.138  0.199
H: 2.447 -1.933 -0.978  0.213
H: 2.209 -2.280 0.597  0.193
H: 0.118 -0.958 0.950  0.195
H: 0.616 -0.135 -1.883  0.239
H: -0.948 -1.228 -1.673  0.210
H: -0.945 0.180 -0.866  0.212
H: -0.433 -3.234 -1.027  0.158
H: 0.664 -3.514 0.330  0.160
H: -1.216 -2.184 1.702  0.386
H: -1.243 -3.846 1.509  0.363
O: 2.062 2.201 2.320  -0.983
H: 1.397 2.341 1.637  0.508
H: 2.539 2.897 2.545  0.474
O: 0.293 0.509 4.441  -0.941
H: 0.677 -0.333 4.214  0.500
H: 0.547 1.123 3.714  0.501
O: 1.858 1.229 -3.336  -0.941
H: 2.241 1.683 -4.139  0.475
H: 0.966 0.941 -3.691  0.470
O: -0.065 3.559 1.365  -0.964
H: 0.305 3.462 0.500  0.483
H: -0.977 3.197 1.276  0.497
O: -1.862 -0.405 3.192  -1.008
H: -2.205 -0.612 4.076  0.478
H: -0.942 -0.050 3.518  0.494
O: -1.756 2.104 -2.851  -0.957
H: -2.242 2.341 -1.966  0.490
H: -1.420 1.168 -2.718  0.515
O: -1.454 -0.229 -3.994  -0.984
H: -1.549 0.024 -4.875  0.481
H: -1.459 -1.333 -3.912  0.517
O: -2.962 1.362 1.639  -0.986
H: -2.700 0.515 2.035  0.501
H: -3.809 1.503 1.923  0.457
O: 0.371 3.395 -2.132  -1.003
H: -0.257 4.208 -2.089  0.452
H: -0.294 2.656 -2.474  0.491
O: -2.975 -3.338 -3.044  -0.974
H: -3.515 -3.000 -2.350  0.490
H: -2.178 -3.864 -2.775  0.488
O: 2.503 -0.595 3.355  -0.961
H: 2.999 -1.181 2.900  0.463
H: 2.744 0.274 2.921  0.498

---

The relative energies come out as i 0.0079; ii 0.0000, with values in hartree.